a | Molecular formula: C9H14
Method: DFT, wB97M-V/def2-TZVPD

ORCA input file:
```
! RIJCOSX wB97M-V def2-TZVPD def2/J DEFGRID3
* xyz 0 1
C 0.89 2.69 -1.13
C 0.19 1.83 -0.11
C -0.17 0.53 -0.44
C -0.62 -0.28 0.58
C -0.96 0.24 1.81
C -0.89 1.57 2.06
C -0.21 2.37 1.12
H 0.77 2.36 -2.14
H 2.05 2.70 -0.97
H 0.60 3.64 -0.90
H 0.02 0.13 -1.49
H -0.81 -1.39 0.65
H -1.32 -0.31 2.60
H -1.32 2.01 2.82
H -0.25 3.36 1.58
C 0.53 -3.51 -2.13
C 0.66 -3.87 -0.66
H -0.37 -3.06 -2.47
H 1.39 -2.81 -2.45
H 0.48 -4.36 -2.73
H -0.07 -4.51 -0.38
H 0.72 -2.86 -0.16
H 1.61 -4.37 -0.51
*
```

- Orbital gap: 10.0 eV
- SMILES: Cc1ccccc1.CC

---

b | Molecular formula: C9H14
Method: DFT, wB97M-V/def2-TZVPD

ORCA input file:
```
! RIJCOSX wB97M-V def2-TZVPD def2/J DEFGRID3
* xyz 0 1
C -1.67 -0.15 -2.74
C -0.63 -0.70 -1.81
C 0.34 0.08 -1.18
C 1.22 -0.39 -0.23
C 1.18 -1.76 0.04
C 0.36 -2.61 -0.69
C -0.54 -2.09 -1.63
H -2.26 0.60 -2.17
H -2.36 -0.93 -3.04
H -1.17 0.58 -3.39
H 0.20 1.11 -1.52
H 2.01 0.24 0.16
H 1.95 -2.00 0.78
H 0.41 -3.65 -0.40
H -1.22 -2.86 -1.99
C -0.30 1.41 2.17
C 0.85 2.12 2.82
H -1.03 2.10 1.73
H -0.01 0.68 1.42
H -0.99 0.91 2.85
H 1.60 1.54 3.36
H 0.58 3.05 3.34
H 1.49 2.71 2.13
*
```

- Orbital gap: 9.9 eV
- SMILES: Cc1ccccc1.CC

---

c | Molecular formula: C9H14
Method: DFT, wB97M-V/def2-TZVPD

ORCA input file:
```
! RIJCOSX wB97M-V def2-TZVPD def2/J DEFGRID3
* xyz 0 1
C -2.75 0.76 -1.19
C -1.23 0.58 -1.31
C -0.72 -0.69 -1.54
C 0.67 -0.87 -1.65
C 1.48 0.23 -1.39
C 0.92 1.43 -0.94
C -0.45 1.67 -0.96
H -3.25 0.58 -2.15
H -3.06 1.75 -0.89
H -3.04 -0.01 -0.48
H -1.50 -1.43 -1.72
H 0.86 -1.82 -2.13
H 2.54 0.15 -1.55
H 1.71 2.11 -0.63
H -0.71 2.71 -0.85
C 0.36 -1.09 2.11
C 1.69 -0.68 2.76
H -0.34 -1.30 2.92
H 0.02 -0.31 1.44
H 0.49 -2.03 1.57
H 1.93 -1.29 3.62
H 2.50 -0.83 2.03
H 1.89 0.38 2.95
*
```

- Orbital gap: 10.1 eV
- SMILES: Cc1ccccc1.CC

---

d | Molecular formula: C9H14
Method: DFT, wB97M-V/def2-TZVPD

ORCA input file:
```
! RIJCOSX wB97M-V def2-TZVPD def2/J DEFGRID3
* xyz 0 1
C 1.59 -0.31 -1.23
C 1.00 -0.93 -0.02
C 1.54 -0.44 1.07
C 0.85 -0.72 2.28
C -0.27 -1.54 2.41
C -0.57 -2.34 1.29
C -0.06 -2.01 0.04
H 1.73 0.71 -0.93
H 0.78 -0.19 -1.90
H 2.44 -0.73 -1.72
H 2.39 0.20 1.08
H 1.10 -0.12 3.14
H -0.96 -1.53 3.13
H -1.19 -3.22 1.35
H -0.11 -2.63 -0.84
C -1.65 1.42 -1.49
C -0.84 2.51 -0.79
H -2.39 1.13 -0.72
H -2.37 1.71 -2.19
H -1.16 0.50 -1.97
H -1.39 3.32 -0.42
H -0.23 2.07 -0.06
H -0.23 3.11 -1.50
*
```

- Orbital gap: 9.9 eV
- SMILES: Cc1ccccc1.CC

---

Most stable: c (next structure +6.7 kcal/mol)

---

a | Molecular formula: C9H14
Method: DFT, wB97M-V/def2-TZVPD

ORCA input file:
```
! RIJCOSX wB97M-V def2-TZVPD def2/J DEFGRID3
* xyz 0 1
C -1.38 2.37 -1.67
C -0.15 1.58 -1.31
C 0.41 1.91 -0.06
C 1.50 1.20 0.42
C 2.12 0.26 -0.42
C 1.63 0.02 -1.67
C 0.45 0.63 -2.10
H -2.17 2.18 -0.95
H -1.78 2.25 -2.67
H -1.15 3.43 -1.57
H 0.02 2.75 0.50
H 1.94 1.14 1.41
H 2.99 -0.21 0.02
H 2.15 -0.68 -2.32
H 0.03 0.36 -3.05
C -1.05 -1.66 1.91
C -0.60 -3.12 1.92
H -0.18 -1.00 1.92
H -1.75 -1.46 1.11
H -1.52 -1.38 2.86
H -1.47 -3.78 1.80
H -0.07 -3.41 2.83
H 0.03 -3.38 1.07
*
```

- Orbital gap: 10.0 eV
- SMILES: Cc1ccccc1.CC

---

b | Molecular formula: C9H14
Method: DFT, wB97M-V/def2-TZVPD

ORCA input file:
```
! RIJCOSX wB97M-V def2-TZVPD def2/J DEFGRID3
* xyz 0 1
C -1.01 0.91 0.64
C 0.31 1.30 0.13
C 1.07 0.34 -0.52
C 2.26 0.72 -1.25
C 2.77 2.04 -1.05
C 2.10 2.97 -0.22
C 0.83 2.61 0.28
H -0.92 0.68 1.75
H -1.35 -0.09 0.30
H -1.60 1.76 0.44
H 0.60 -0.64 -0.58
H 2.90 0.11 -1.80
H 3.68 2.31 -1.49
H 2.43 4.04 -0.18
H 0.32 3.43 0.68
C -1.32 -3.11 -0.23
C -2.21 -2.50 0.85
H -0.66 -3.85 0.32
H -1.83 -3.57 -1.02
H -0.68 -2.35 -0.62
H -3.02 -1.98 0.42
H -1.85 -1.93 1.76
H -2.83 -3.17 1.39
*
```

- Orbital gap: 9.9 eV
- SMILES: Cc1ccccc1.CC

---

Most stable: a (next structure +21.9 kcal/mol)

---

a | Molecular formula: C4H12CsO2
Method: DFT, wB97M-V/def2-TZVPD

ORCA input file:
```
! RIJCOSX wB97M-V def2-TZVPD def2/J DEFGRID3
* xyz 1 1
Cs 1.90 -2.29 -0.37
C -0.13 0.79 -2.11
C 1.09 1.43 -1.49
O 2.11 0.44 -1.27
H -0.56 0.02 -1.47
H 0.12 0.36 -3.09
H -0.92 1.52 -2.24
H 0.84 2.02 -0.60
H 1.51 2.15 -2.20
H 2.58 0.67 -0.46
C -1.83 -1.11 1.28
C -0.68 -0.43 1.95
O 0.51 -1.29 1.94
H -2.74 -0.55 1.50
H -2.00 -2.11 1.66
H -1.77 -1.17 0.19
H -0.89 -0.20 2.99
H -0.35 0.50 1.47
H 1.21 -0.76 2.33
*
```

- Orbital gap: 10.9 eV

---

b | Molecular formula: C4H12CsO2
Method: DFT, wB97M-V/def2-TZVPD

ORCA input file:
```
! RIJCOSX wB97M-V def2-TZVPD def2/J DEFGRID3
* xyz 1 1
Cs -27.12 21.01 -10.09
C -23.43 20.61 -9.50
C -23.67 22.14 -9.60
O -24.73 22.55 -8.75
H -23.14 20.50 -8.46
H -22.71 20.30 -10.25
H -24.33 20.04 -9.74
H -24.03 22.41 -10.59
H -22.75 22.68 -9.37
H -24.56 23.44 -8.43
C -26.57 21.78 -14.91
C -27.20 20.74 -14.01
O -26.39 20.18 -13.05
H -26.20 22.61 -14.31
H -27.35 22.10 -15.60
H -25.78 21.29 -15.48
H -27.40 19.90 -14.68
H -28.10 21.12 -13.54
H -27.05 19.61 -12.65
*
```

- Orbital gap: 10.4 eV

---

Most stable: a (next structure +13.4 kcal/mol)

---

a | Molecular formula: C20H31O3Tc
Method: DFT, wB97M-V/def2-TZVPD

ORCA input file:
```
! RIJCOSX wB97M-V def2-TZVPD def2/J DEFGRID3
* xyz 1 4
O 3.09 0.88 -3.35
C 4.10 -0.19 -3.65
C 4.63 0.47 -4.88
H 3.67 -1.15 -3.96
H 4.85 -0.33 -2.85
C 3.83 1.67 -4.38
H 4.17 0.07 -5.79
H 5.70 0.53 -4.96
C 3.05 2.22 -5.57
H 2.44 1.44 -6.05
H 3.82 2.55 -6.29
H 2.42 3.08 -5.32
C 4.61 2.71 -3.58
H 5.28 2.20 -2.87
H 3.91 3.35 -3.03
H 5.20 3.36 -4.25
Tc 1.43 1.03 -0.91
C 1.61 2.02 0.88
C 1.43 0.65 1.25
C 2.65 -0.04 0.97
H 0.57 0.28 1.80
C 3.54 0.85 0.33
C 2.89 2.13 0.21
H 3.37 3.02 -0.19
H 0.92 2.83 1.12
H 2.87 -1.05 1.28
H 4.53 0.61 -0.03
C -0.42 2.13 -1.08
C 0.72 2.86 -1.63
C 0.98 2.28 -2.91
H 1.19 3.74 -1.22
C 0.06 1.22 -3.15
C -0.85 1.17 -2.07
H -1.76 0.59 -2.02
H -0.99 2.41 -0.20
H 1.67 2.71 -3.66
H 0.07 0.59 -4.04
O 1.89 -3.04 -4.05
C 1.79 -1.92 -3.10
C 2.68 -2.21 -1.88
H 0.75 -1.75 -2.74
H 2.07 -0.97 -3.57
C 3.14 -3.66 -1.99
H 2.11 -2.03 -0.96
H 3.56 -1.56 -1.89
C 2.53 -4.16 -3.31
H 2.71 -4.24 -1.15
H 4.24 -3.63 -1.94
H 1.75 -4.92 -3.06
H 3.26 -4.65 -3.96
C -0.55 -1.25 -0.20
O 0.53 -0.68 -0.92
H -1.02 -1.99 -0.85
H -1.25 -0.46 0.13
H -0.13 -1.79 0.65
*
```

- Orbital gap (spin up / spin down): 7.1 / 7.1 eV

---

b | Molecular formula: C20H31O3Tc
Method: DFT, wB97M-V/def2-TZVPD

ORCA input file:
```
! RIJCOSX wB97M-V def2-TZVPD def2/J DEFGRID3
* xyz 1 4
O 0.17 0.95 -2.29
C 1.12 0.29 -3.23
C 0.60 0.92 -4.51
H 0.94 -0.79 -3.23
H 2.18 0.49 -2.98
C -0.35 1.62 -3.51
H 0.15 0.18 -5.19
H 1.33 1.54 -5.05
C -1.79 1.20 -3.77
H -1.85 0.11 -3.69
H -2.11 1.50 -4.78
H -2.44 1.67 -3.03
C -0.14 3.13 -3.37
H 0.90 3.37 -3.12
H -0.76 3.51 -2.55
H -0.41 3.68 -4.28
Tc -0.45 0.28 2.12
C -0.47 1.52 3.89
C 0.46 0.51 4.29
C 1.58 0.55 3.38
H 0.38 -0.11 5.17
C 1.37 1.63 2.47
C 0.08 2.21 2.74
H -0.38 3.06 2.24
H -1.36 1.79 4.45
H 2.46 -0.08 3.41
H 2.08 2.02 1.73
C -2.51 -0.03 2.90
C -2.35 1.17 2.10
C -2.08 0.77 0.75
H -2.57 2.18 2.42
C -2.33 -0.67 0.68
C -2.68 -1.13 1.97
H -3.06 -2.10 2.25
H -2.64 -0.06 3.99
H -1.84 1.46 -0.06
H -2.27 -1.26 -0.24
O 0.59 -2.40 -1.95
C 0.38 -1.62 -0.76
C 1.72 -1.11 -0.19
H -0.09 -2.30 -0.01
H -0.34 -0.82 -1.01
C 2.73 -2.11 -0.82
H 1.69 -1.13 0.91
H 1.88 -0.06 -0.47
C 2.00 -2.77 -2.00
H 2.89 -2.87 -0.04
H 3.70 -1.71 -1.09
H 2.04 -3.87 -1.97
H 2.39 -2.46 -2.98
C -0.11 -2.41 3.72
O 0.04 -1.55 2.61
H -0.43 -3.37 3.30
H -0.88 -2.04 4.43
H 0.84 -2.49 4.25
*
```

- Orbital gap (spin up / spin down): 7.0 / 6.3 eV

---

Most stable: b (next structure +9.6 kcal/mol)

---

a | Molecular formula: C9H13N4
Method: DFT, wB97M-V/def2-TZVPD

ORCA input file:
```
! RIJCOSX wB97M-V def2-TZVPD def2/J DEFGRID3
* xyz 1 1
C 0.36 -2.85 2.83
C 1.23 -2.59 1.78
C -0.81 -2.33 2.46
C -2.78 -0.78 0.15
C 0.65 4.30 -0.72
C -0.64 2.43 -0.10
C -0.19 1.22 -0.46
C -1.62 -0.83 0.71
C 0.21 0.52 -1.72
N 0.60 -1.82 0.86
N -0.40 3.65 -0.66
N -0.68 -1.59 1.32
N 1.21 -0.60 -1.51
H 0.60 -3.52 3.74
H 2.32 -2.68 1.77
H -1.86 -2.37 2.87
H -3.45 -1.62 -0.13
H -3.03 0.12 -0.34
H 0.72 5.30 -1.24
H 1.67 3.99 -0.33
H -1.48 2.48 0.62
H 0.54 1.35 -2.52
H -0.75 0.07 -2.03
H 1.27 -1.02 -2.35
H 0.84 -1.58 -0.19
H 2.08 -0.22 -1.16
*
```

- Orbital gap (spin up / spin down): 7.9 / 7.0 eV

---

b | Molecular formula: C9H13N4
Method: DFT, wB97M-V/def2-TZVPD

ORCA input file:
```
! RIJCOSX wB97M-V def2-TZVPD def2/J DEFGRID3
* xyz 1 1
C 1.79 -1.09 -1.29
N 1.23 -0.25 -0.16
C 1.16 -1.14 1.12
C 2.39 0.73 0.15
C -0.08 0.44 -0.20
C -0.21 1.83 -0.23
C -1.51 2.38 -0.09
C -2.62 1.54 0.02
N -2.50 0.20 0.01
N -3.47 -0.67 0.00
C -2.82 -1.86 -0.04
N -1.51 -1.77 0.05
C -1.23 -0.42 -0.03
H 2.50 -1.82 -1.02
H 0.94 -1.56 -1.60
H 2.21 -0.47 -2.10
H 2.12 -1.43 1.26
H 0.98 -0.49 1.96
H 0.47 -1.96 1.27
H 2.29 1.53 -0.55
H 2.33 1.07 1.17
H 3.34 0.17 -0.03
H 0.59 2.46 -0.18
H -1.61 3.37 0.06
H -3.46 1.98 0.41
H -3.33 -2.78 0.04
*
```

- Orbital gap: 9.1 eV
- SMILES: C[N+](C)(C)c1cccn2ncnc12

---

c | Molecular formula: C9H13N4
Method: DFT, wB97M-V/def2-TZVPD

ORCA input file:
```
! RIJCOSX wB97M-V def2-TZVPD def2/J DEFGRID3
* xyz 1 1
C 1.96 1.50 1.23
C 0.40 1.08 1.37
C -0.02 0.73 2.75
N -0.42 0.47 3.78
C 0.29 -0.15 0.66
N 0.96 -1.25 1.20
C 1.64 -1.27 2.33
N 2.18 -1.46 3.31
N -0.33 -0.27 -0.46
C -0.52 -1.56 -1.26
C -1.62 -1.06 -2.24
C -1.27 0.42 -2.51
C -0.97 0.89 -1.15
H 2.38 1.22 0.32
H 2.48 0.91 1.98
H 1.93 2.55 1.30
H -0.27 1.93 1.13
H 0.71 -2.16 1.02
H -0.91 -2.29 -0.53
H 0.55 -1.92 -1.64
H -2.64 -1.10 -1.60
H -1.69 -1.56 -3.23
H -0.33 0.38 -3.07
H -2.10 1.01 -2.86
H -0.39 1.80 -1.18
H -1.99 1.17 -0.65
*
```

- Orbital gap: 10.5 eV
- SMILES: C[C@H](C#N)/C(=[NH+]\C#N)N1CCCC1

---

Most stable: b (next structure +9.8 kcal/mol)

---

a | Molecular formula: C5H7NOS
Method: DFT, wB97M-V/def2-TZVPD

ORCA input file:
```
! RIJCOSX wB97M-V def2-TZVPD def2/J DEFGRID3
* xyz 0 1
C -0.06 0.09 -0.41
C 1.43 -0.36 -0.62
C 1.63 0.62 0.56
C 0.52 1.51 -0.08
C -0.31 -0.44 1.02
H -0.84 0.36 -2.57
H 1.84 0.01 -1.54
H 1.64 -1.39 -0.42
H 2.60 1.02 0.88
H -0.04 2.14 0.59
H 0.85 2.02 -0.95
H 1.15 -0.20 2.59
N 0.87 -0.04 1.62
O -1.25 -1.04 1.47
S -1.41 -0.24 -1.53
*
```

- Orbital gap: 9.9 eV

---

b | Molecular formula: C5H7NOS
Method: DFT, wB97M-V/def2-TZVPD

ORCA input file:
```
! RIJCOSX wB97M-V def2-TZVPD def2/J DEFGRID3
* xyz 0 1
C 0.47 0.79 0.09
C 1.49 0.23 -0.92
C 0.53 -1.21 0.50
C 0.85 -0.05 1.38
C -0.59 -0.32 -0.04
H -0.74 2.23 0.28
H 2.44 0.77 -0.76
H 1.09 0.48 -1.95
H 1.09 -1.78 -1.26
H 0.43 -2.21 0.94
H 1.92 0.10 1.58
H 0.17 0.07 2.23
N 1.54 -1.18 -0.55
O 0.18 2.08 -0.01
S -2.19 -0.29 -0.20
*
```

- Orbital gap: 8.5 eV

---

Most stable: a (next structure +31.6 kcal/mol)

---

a | Molecular formula: C3H8O2
Method: DFT, wB97M-V/def2-TZVPD

ORCA input file:
```
! RIJCOSX wB97M-V def2-TZVPD def2/J DEFGRID3
* xyz 0 1
C -1.48 -0.86 1.08
C -1.33 -1.01 -0.45
C -0.60 0.15 -1.08
O 0.24 0.03 -1.92
H -0.76 -1.47 1.61
H -2.47 -1.22 1.35
H -1.43 0.19 1.34
H -0.77 -1.89 -0.74
H -2.30 -1.09 -0.94
H -0.85 1.18 -0.74
O 2.87 1.46 1.66
H 2.04 1.92 1.84
H 2.72 0.95 0.87
*
```

- Orbital gap: 10.7 eV
- SMILES: CCC=O.O

---

b | Molecular formula: C3H8O2
Method: DFT, wB97M-V/def2-TZVPD

ORCA input file:
```
! RIJCOSX wB97M-V def2-TZVPD def2/J DEFGRID3
* xyz 0 1
C 1.37 -1.09 -1.74
O 0.39 -0.61 -2.26
H 1.36 -2.01 -1.08
H 2.45 -0.85 -2.00
C -1.24 0.09 0.35
C 0.04 0.83 0.60
O 0.03 1.24 1.97
H -2.08 0.50 1.11
H -1.72 0.22 -0.55
H -1.16 -0.92 0.56
H 0.15 1.77 0.02
H 0.95 0.18 0.57
H -0.54 0.65 2.45
*
```

- Orbital gap: 10.7 eV
- SMILES: C=O.CCO

---

c | Molecular formula: C3H8O2
Method: DFT, wB97M-V/def2-TZVPD

ORCA input file:
```
! RIJCOSX wB97M-V def2-TZVPD def2/J DEFGRID3
* xyz 0 1
O 4.21 -2.17 -1.91
C 3.58 -1.19 -1.57
O 2.43 -0.96 -2.20
H 4.03 -0.31 -1.28
H 2.59 -1.43 -3.01
C -2.61 0.33 1.85
C -1.56 1.07 0.72
H -2.14 -0.46 2.46
H -3.00 1.14 2.48
H -3.35 -0.12 1.18
H -1.17 2.16 1.05
H -2.26 1.49 -0.07
H -0.74 0.44 0.29
*
```

- Orbital gap: 11.6 eV
- SMILES: O=CO.CC

---

Most stable: a (next structure +25.5 kcal/mol)

---

a | Molecular formula: C3H8O2
Method: DFT, wB97M-V/def2-TZVPD

ORCA input file:
```
! RIJCOSX wB97M-V def2-TZVPD def2/J DEFGRID3
* xyz 0 1
C 0.27 0.21 1.04
C 0.27 0.56 -0.45
C 1.53 0.38 -1.21
O 2.59 -0.08 -0.87
H -0.73 0.36 1.46
H 0.86 0.86 1.68
H 0.69 -0.78 1.24
H -0.56 0.01 -0.92
H 0.02 1.62 -0.60
H 1.44 0.73 -2.26
O -2.31 -0.94 0.42
H -2.52 -1.55 -0.30
H -1.54 -1.36 0.79
*
```

- Orbital gap: 10.5 eV
- SMILES: CCC=O.O

---

b | Molecular formula: C3H8O2
Method: DFT, wB97M-V/def2-TZVPD

ORCA input file:
```
! RIJCOSX wB97M-V def2-TZVPD def2/J DEFGRID3
* xyz 0 1
C 1.00 0.15 -0.02
C -0.45 0.41 0.53
C -0.95 1.53 -0.34
O -0.20 2.07 -1.14
H 1.52 -0.52 0.66
H 1.51 1.09 -0.20
H 0.98 -0.36 -0.96
H -1.12 -0.52 0.36
H -0.49 0.79 1.59
H -2.10 1.60 -0.30
O 0.34 -3.04 0.73
H -0.21 -3.76 0.61
H 1.25 -3.17 0.55
*
```

- Orbital gap: 10.4 eV
- SMILES: CCC=O.O

---

Most stable: a (next structure +10.1 kcal/mol)

---

a | Molecular formula: C3H8O2
Method: DFT, wB97M-V/def2-TZVPD

ORCA input file:
```
! RIJCOSX wB97M-V def2-TZVPD def2/J DEFGRID3
* xyz 0 1
C -0.07 0.47 1.52
C -0.56 0.80 0.19
C -0.16 0.70 -1.05
O -0.80 1.39 -2.10
H -0.39 -0.51 1.91
H -0.33 1.21 2.25
H 1.02 0.35 1.60
H -1.59 1.40 0.20
H 0.52 -0.07 -1.40
H -0.24 1.52 -2.87
O 1.15 -2.20 -0.23
H 0.25 -1.91 -0.05
H 1.20 -3.13 0.04
*
```

- Orbital gap: 9.6 eV
- SMILES: C/C=C/O.O

---

b | Molecular formula: C3H8O2
Method: DFT, wB97M-V/def2-TZVPD

ORCA input file:
```
! RIJCOSX wB97M-V def2-TZVPD def2/J DEFGRID3
* xyz 0 1
O -0.95 0.19 1.25
C -0.20 1.11 0.47
C 0.85 0.29 -0.22
C 0.18 -0.91 -0.92
O 0.00 -2.05 -0.10
H -1.68 0.66 1.67
H 0.23 1.91 1.10
H -0.83 1.58 -0.30
H 1.59 -0.12 0.48
H 1.41 0.92 -0.92
H -0.80 -0.62 -1.34
H 0.88 -1.14 -1.71
H -0.61 -1.77 0.59
*
```

- Orbital gap: 10.7 eV
- SMILES: OCCCO

---

c | Molecular formula: C3H8O2
Method: DFT, wB97M-V/def2-TZVPD

ORCA input file:
```
! RIJCOSX wB97M-V def2-TZVPD def2/J DEFGRID3
* xyz 0 1
C -2.25 1.16 0.58
C -1.05 1.00 -0.18
O 0.00 1.11 0.39
H -2.07 0.52 1.44
H -3.13 0.85 0.01
H -2.12 2.16 1.02
H -1.18 0.69 -1.20
C 2.09 -1.44 -0.59
O 1.48 -1.12 0.64
H 2.84 -0.70 -0.86
H 2.55 -2.48 -0.40
H 1.50 -1.56 -1.61
H 1.32 -0.19 0.77
*
```

- Orbital gap: 10.7 eV
- SMILES: CC=O.CO

---

Most stable: b (next structure +21.6 kcal/mol)